Model i:
Computed, not measured: 2 unconnected molecules or ions with the total composition C2H3IOS, with the ωB97M-V functional and the def2-TZVPD basis.

Element x y z (Å)
C  1.233  1.068  -0.647
C  -0.954  -0.951  0.490
O  1.080  0.371  -1.593
S  -0.227  0.491  1.249
I  2.563  2.621  -0.350
H  -2.117  -0.691  0.513
H  -0.781  -1.966  1.033
H  -0.796  -0.944  -0.695

Calculated values
E_LUMO (alpha / beta): -1.44 / -1.44 eV
E_HOMO (alpha / beta): -8.81 / -8.81 eV
Kohn-Sham gap (alpha / beta): 7.37 / 7.37 eV

---

Model ii:
Computed, not measured: C2H3IOS in the gas phase, with the ωB97M-V functional and the def2-TZVPD basis.

Element x y z (Å)
O  1.018  0.516  0.948
C  0.356  -0.360  0.004
C  -0.583  0.300  -0.872
S  -1.035  -0.093  -2.364
I  -1.702  1.754  0.344
H  1.075  -0.022  1.764
H  1.109  -1.099  -0.392
H  -0.239  -0.995  0.569

Calculated values
Structure (SMILES): OCC(=S)I
E_LUMO: -0.83 eV
E_HOMO: -9.03 eV
Kohn-Sham gap: 8.20 eV

---

Name the most stable of them. model ii.